{
  "formula": "H80O40",
  "method": "ωB97M-V/def2-TZVPD",
  "total_energy_ha": -3057.17999,
  "lumo_energy_ha": -0.0254,
  "homo_energy_ev": -10.1,
  "homo_lumo_gap_ha": 0.347,
  "fmax_ha_per_bohr": 0.2336,
  "de_lowest_kj_mol": 1515.8,
  "species": ["H", "H", "O", "H", "H", "O", "H", "H", "O", "H", "H", "O", "H", "H", "O", "H", "O", "H", "O", "H", "H", "O", "H", "H", "O", "H", "H", "O", "H", "H", "O", "H", "O", "H", "H", "O", "H", "H", "O", "H", "H", "O", "H", "H", "O", "H", "H", "O", "H", "H", "O", "H", "O", "H", "H", "O", "H", "O", "H", "H", "O", "H", "H", "O", "H", "H", "O", "H", "H", "O", "H", "H", "O", "H", "H", "O", "H", "H", "O", "H", "H", "O", "H", "H", "O", "H", "H", "O", "H", "O", "H", "H", "O", "H", "H", "H", "H", "H", "H", "O", "H", "H", "O", "H", "H", "O", "H", "H", "O", "H", "H", "O", "H", "H", "O", "H", "H", "O", "H", "H"],
  "coordinates": [[2.0199, 2.7812, 2.8150], [1.5637, 1.8786, 1.7424], [2.3628, 2.0963, 2.2492], [2.3561, -0.0243, -2.3172], [2.2459, 0.9846, -3.4534], [2.9246, 0.5759, -2.8267], [-4.3349, 0.2865, 1.1177], [-2.8144, 0.2227, 0.9944], [-3.5376, 0.6712, 0.6651], [-3.7645, 2.9440, 1.3792], [-4.7145, 3.9398, 2.0484], [-3.8132, 3.6932, 1.8403], [-0.0785, -0.4273, -4.9638], [0.9428, 0.6822, -5.6123], [0.8085, 0.0334, -4.8329], [-1.2914, 6.4648, -2.2983], [-1.7242, 5.7557, -2.7889], [3.1224, -0.5945, 5.0460], [3.4800, -0.0177, 5.7522], [-1.2595, -3.8892, 3.7919], [-0.0094, -4.5225, 3.5438], [-0.5349, -4.3013, 4.3982], [3.5975, 0.2099, -0.2546], [3.0195, 1.1047, 1.0030], [3.3737, 0.1624, 0.6817], [1.6088, -2.2608, 3.4886], [1.1088, -3.3458, 4.6775], [1.5877, -2.4645, 4.4301], [2.6283, -2.9040, -3.8233], [3.1896, -3.2930, -2.4731], [2.9247, -2.5443, -3.0177], [-0.7132, 1.5231, 0.1442], [-0.6702, 1.8324, 1.0492], [0.1114, -3.6444, 1.1946], [0.1055, -5.1299, 1.1717], [0.5319, -4.3820, 1.5366], [-5.2245, 4.3126, -2.2113], [-3.6710, 4.8772, -1.8029], [-4.3357, 4.2670, -1.9921], [0.0146, 1.3789, -1.1326], [0.2755, 1.5305, -2.6836], [0.7276, 1.3822, -1.7851], [4.1861, 4.5418, -0.8548], [4.2286, 3.6550, -2.2049], [3.7067, 3.8513, -1.2539], [-3.6589, -1.9788, 0.8119], [-4.4616, -1.8477, -0.6052], [-4.4872, -2.2500, 0.3027], [5.8513, 0.8911, -2.9224], [4.4472, 1.2646, -2.4970], [5.2199, 1.6640, -2.6704], [-1.4635, -2.4128, -0.2216], [-1.6116, -1.5756, -0.0589], [5.3629, -2.1074, -1.0645], [5.0327, -2.0646, 0.4742], [5.7380, -2.3955, -0.1424], [0.7919, 1.6351, 5.2031], [0.5690, 1.8501, 4.2687], [-3.3791, -4.2181, -0.2219], [-2.3950, -5.2065, 0.2642], [-2.3287, -4.4793, -0.2234], [-1.8667, 2.4649, -1.0933], [-3.1003, 1.5944, -1.2780], [-2.1883, 1.6839, -1.5070], [-6.2394, 0.3664, -2.5598], [-6.6912, -0.5702, -1.2703], [-5.9712, -0.4331, -1.9136], [0.7385, -4.8951, -4.6716], [-0.3119, -4.1913, -5.2477], [0.5878, -4.0283, -5.1510], [4.4456, -4.1540, 2.1755], [3.9877, -3.2886, 3.2844], [3.9412, -4.2036, 3.0472], [-0.2287, -2.8558, -3.7070], [0.8671, -2.0995, -3.3621], [-0.0483, -2.0084, -3.6791], [0.5289, -0.5968, 5.2024], [-0.1638, -1.2695, 3.9417], [-0.3894, -0.8315, 4.8071], [-2.3494, 2.3567, 4.0094], [-1.8897, 3.6407, 4.1599], [-2.7678, 3.2591, 4.1328], [5.6343, 1.2637, 2.8751], [4.1557, 1.2449, 3.6737], [5.1171, 1.3971, 3.6476], [1.3852, -1.2493, 2.0558], [1.4832, -1.6372, 0.6148], [1.5814, -2.0231, 1.5327], [-4.9174, -0.4662, 3.0330], [-4.2302, -1.1499, 2.9316], [-0.6037, -6.1347, -1.2195], [0.8723, -5.9441, -1.5739], [0.0916, -6.4016, -1.8480], [-2.0422, -1.2656, -0.6878], [-1.0529, 5.5657, -3.4375], [-0.1892, 1.2436, 4.0069], [4.3827, 0.2556, 5.4461], [-1.4781, 1.4759, 1.4485], [-4.3416, -1.7941, 3.4690], [-2.0876, 0.2020, 2.7918], [-2.3197, -0.4659, 3.4415], [-1.1353, 0.0703, 2.3991], [-6.1873, 1.0351, 0.8333], [-5.3623, 1.3112, 1.4621], [-5.7849, 0.8259, -0.0497], [5.0347, -1.5745, -3.2310], [4.2510, -1.0676, -3.0899], [5.2373, -1.6069, -4.1380], [1.3055, 3.8963, -1.4791], [1.9784, 3.4536, -2.0860], [1.1813, 3.4490, -0.7299], [-0.9363, 5.7351, 0.2269], [-1.5806, 5.0943, 0.6334], [-0.2327, 5.2039, -0.1165], [2.0177, 2.2387, -4.4821], [2.9956, 2.6195, -4.4771], [1.5455, 3.1052, -4.1413], [-3.8851, 0.2605, -3.6994], [-4.0878, 1.1566, -3.6339], [-4.1751, 0.0745, -4.5973]],
  "forces_ev_per_angstrom": [[0.01, 0.42, 0.68], [-0.12, -0.04, 0.27], [-0.27, -0.29, -1.00], [0.21, 0.32, -0.05], [1.32, -0.59, 0.84], [-1.16, -0.94, -0.34], [1.72, -0.22, -0.87], [2.17, -1.77, 1.41], [-3.77, 1.43, -1.10], [-0.13, -4.72, -2.95], [-0.10, -0.26, -0.19], [0.06, 5.08, 2.28], [1.87, 0.74, 0.28], [-0.49, -1.64, 1.98], [-1.39, 1.00, -2.41], [-0.28, -0.07, 0.47], [-0.02, 0.44, 0.20], [0.44, 0.21, 0.62], [0.58, 0.07, -0.89], [1.16, -0.64, 2.31], [-0.24, -0.11, 1.92], [-0.90, 0.43, -4.45], [-0.05, 0.55, 0.10], [1.70, -2.75, -1.21], [-1.17, 2.14, 0.85], [-0.02, -1.39, 0.11], [0.97, 2.48, -1.28], [0.02, -1.30, 1.13], [-0.51, -0.77, -1.79], [0.15, 0.05, -0.06], [-1.30, -0.02, 1.93], [-0.46, -0.22, 0.13], [0.32, -0.06, 0.43], [-1.09, 2.46, -1.02], [-0.69, -1.27, -0.59], [1.63, -1.66, 1.76], [-1.80, 1.70, -0.31], [0.57, 2.40, -0.03], [1.30, -4.20, 0.24], [0.20, -0.20, -1.14], [0.64, -0.53, 2.10], [-1.20, -0.28, -1.35], [1.08, 1.40, 0.68], [-1.54, 0.65, 4.15], [1.98, -2.28, -4.77], [-1.60, -0.24, -1.33], [0.20, -0.26, 1.31], [1.17, 0.25, -0.32], [-1.70, 2.10, 0.67], [-4.74, -2.40, 0.95], [6.90, 0.73, -1.77], [1.15, -6.88, -1.25], [5.03, 2.27, 10.43], [1.26, -0.78, 2.25], [0.98, -0.29, -0.73], [-2.28, 1.15, -1.64], [-0.38, 0.16, -1.01], [-1.18, -0.80, 0.37], [3.66, -0.18, -0.22], [0.00, -5.09, 3.40], [-3.66, 5.41, -3.04], [-0.12, 1.40, 0.33], [-0.90, -0.01, 0.50], [1.15, -1.06, -1.01], [0.75, -2.95, 2.42], [0.06, 0.25, -0.60], [-0.97, 2.52, -1.47], [0.70, 1.21, -0.68], [-3.00, 0.35, -1.00], [2.48, -2.36, 1.37], [-0.96, -0.54, 1.55], [-0.28, 0.91, 0.73], [1.26, -0.44, -2.28], [-2.09, -6.56, -0.54], [-0.07, 0.94, -0.11], [1.62, 5.96, 1.41], [-2.26, -1.12, -1.07], [-0.03, 0.39, 1.81], [1.70, 0.72, -0.34], [-1.65, 0.63, 0.09], [0.19, 1.43, 0.20], [1.78, -2.28, 0.40], [-0.50, -0.46, -1.34], [0.80, 0.03, -1.35], [-0.42, 0.45, 2.63], [0.18, 0.80, 0.11], [0.48, -0.59, 1.34], [-0.65, 0.55, -1.70], [0.30, -0.88, 0.31], [0.96, 7.11, -5.57], [0.40, -0.03, -0.53], [0.75, 0.43, 0.38], [-1.14, -0.26, 0.03], [-6.05, 4.77, -9.22], [0.17, -0.46, -0.51], [1.36, 0.90, 0.94], [-1.08, -0.39, 0.27], [-0.05, 0.68, -0.06], [-1.78, -6.68, 5.79], [3.22, 0.64, -1.48], [0.33, -0.20, -0.01], [-2.58, -0.24, 1.70], [2.88, 0.62, 1.56], [-3.37, -0.32, -2.52], [-0.20, 0.36, 1.06], [2.31, 0.07, 1.98], [-0.96, 0.64, -0.45], [0.18, 0.11, -1.65], [0.31, 3.41, -6.32], [-1.49, 0.68, 2.44], [-0.10, -3.29, 4.12], [-1.68, -0.35, 0.98], [0.92, 0.94, -0.53], [0.72, -0.56, -0.47], [1.74, 5.14, 0.57], [-2.59, -1.48, -0.16], [0.90, -2.57, -1.02], [0.23, -2.12, -0.62], [-0.17, 2.67, 0.55], [0.10, -0.41, -0.09]]
}